{
  "formula": "C4H12",
  "method": "ωB97M-V with the def2-TZVPD basis set",
  "orbital_gap_ha": 0.4635,
  "de_lowest_ev": 0.542,
  "smiles": "CC.CC",
  "homo_energy_ev": -11.433,
  "e_tot_ha": -159.56507,
  "symbols": ["C", "C", "H", "H", "H", "H", "H", "H", "C", "C", "H", "H", "H", "H", "H", "H"],
  "xyz": [[0.858, 1.661, 0.296], [1.437, 0.743, 1.397], [-0.232, 1.620, 0.430], [1.066, 2.689, 0.598], [1.038, 1.510, -0.769], [2.471, 0.863, 1.712], [1.216, -0.234, 0.922], [0.784, 0.959, 2.249], [-1.342, -1.487, -0.185], [-0.809, -0.912, -1.503], [-1.829, -2.446, -0.347], [-0.592, -1.636, 0.582], [-2.124, -0.819, 0.200], [-0.703, 0.161, -1.592], [-1.438, -1.359, -2.280], [0.200, -1.314, -1.710]]
}

{
  "formula": "C38H98N6O28",
  "method": "ωB97M-V with the def2-TZVPD basis set",
  "orbital_gap_ha": 0.3369,
  "de_lowest_ev": 0.000,
  "homo_energy_ev": -9.246,
  "e_tot_ha": -3940.94203,
  "symbols": ["C", "N", "O", "O", "H", "H", "H", "C", "N", "O", "O", "H", "H", "H", "C", "N", "O", "O", "H", "H", "H", "C", "N", "O", "O", "H", "H", "H", "C", "N", "O", "O", "H", "H", "H", "C", "N", "O", "O", "H", "H", "H", "C", "O", "C", "C", "O", "C", "H", "H", "H", "H", "H", "H", "H", "H", "H", "H", "C", "O", "C", "C", "O", "C", "H", "H", "H", "H", "H", "H", "H", "H", "H", "H", "C", "O", "C", "C", "O", "C", "H", "H", "H", "H", "H", "H", "H", "H", "H", "H", "C", "O", "C", "C", "O", "C", "H", "H", "H", "H", "H", "H", "H", "H", "H", "H", "C", "O", "C", "C", "O", "C", "H", "H", "H", "H", "H", "H", "H", "H", "H", "H", "C", "O", "C", "C", "O", "C", "H", "H", "H", "H", "H", "H", "H", "H", "H", "H", "C", "O", "C", "C", "O", "C", "H", "H", "H", "H", "H", "H", "H", "H", "H", "H", "C", "O", "C", "C", "O", "C", "H", "H", "H", "H", "H", "H", "H", "H", "H", "H"],
  "xyz": [[1.364, 6.287, -0.165], [1.851, 7.739, -0.140], [1.388, 8.473, -0.982], [2.669, 8.055, 0.685], [0.292, 6.458, -0.157], [1.765, 5.828, 0.725], [1.750, 5.852, -1.077], [-2.491, 5.897, 0.788], [-3.572, 5.394, -0.096], [-4.379, 6.140, -0.491], [-3.562, 4.219, -0.317], [-1.669, 5.214, 0.642], [-2.906, 5.840, 1.793], [-2.296, 6.937, 0.558], [-0.603, -5.387, 3.080], [-1.475, -5.065, 1.909], [-2.157, -5.960, 1.454], [-1.505, -3.905, 1.552], [-0.349, -6.439, 3.045], [-1.197, -5.097, 3.944], [0.316, -4.816, 2.999], [-2.890, 0.471, -2.606], [-3.896, 1.477, -3.058], [-3.535, 2.612, -3.202], [-5.008, 1.079, -3.236], [-2.096, 0.983, -2.081], [-2.512, 0.042, -3.535], [-3.384, -0.271, -1.999], [2.785, 3.177, 2.429], [1.767, 3.776, 3.323], [1.543, 3.215, 4.375], [1.071, 4.664, 2.850], [3.161, 3.889, 1.716], [2.243, 2.379, 1.922], [3.536, 2.686, 3.040], [0.619, -0.681, 4.368], [1.537, -1.040, 3.243], [1.280, -1.993, 2.587], [2.533, -0.357, 3.102], [-0.391, -0.674, 3.972], [0.962, 0.277, 4.732], [0.779, -1.430, 5.137], [2.586, 1.112, -4.324], [3.308, 0.063, -3.752], [2.766, -1.226, -3.972], [3.629, -2.331, -3.430], [4.942, -2.443, -3.908], [5.852, -1.442, -3.470], [3.144, 2.034, -4.191], [1.587, 1.205, -3.877], [2.498, 0.922, -5.403], [2.417, -1.387, -5.004], [1.818, -1.220, -3.404], [3.097, -3.273, -3.605], [3.589, -2.324, -2.321], [5.498, -0.435, -3.677], [6.799, -1.638, -3.968], [6.030, -1.514, -2.381], [4.346, 4.412, -6.431], [4.294, 4.414, -5.077], [4.187, 5.708, -4.519], [4.591, 5.715, -3.076], [3.955, 4.684, -2.328], [4.683, 4.263, -1.229], [3.471, 4.915, -6.863], [4.291, 3.367, -6.747], [5.232, 4.787, -6.966], [3.193, 6.140, -4.688], [4.957, 6.336, -4.999], [4.381, 6.697, -2.624], [5.682, 5.584, -2.990], [4.584, 4.903, -0.337], [5.723, 4.110, -1.516], [4.242, 3.325, -0.882], [7.458, 2.044, -0.112], [7.446, 1.035, 0.855], [6.219, 0.758, 1.491], [5.213, 0.078, 0.595], [4.267, 0.996, 0.095], [3.172, 0.305, -0.454], [8.384, 1.894, -0.671], [7.348, 3.077, 0.232], [6.713, 1.873, -0.911], [5.804, 1.678, 1.936], [6.414, 0.111, 2.348], [4.732, -0.734, 1.163], [5.743, -0.408, -0.240], [3.536, -0.414, -1.184], [2.479, 1.029, -0.869], [2.612, -0.229, 0.331], [-1.091, 2.173, 4.735], [-2.057, 1.129, 4.573], [-3.182, 1.233, 5.373], [-4.291, 2.005, 4.700], [-4.681, 1.380, 3.533], [-5.399, 2.236, 2.678], [-0.266, 1.918, 4.085], [-0.763, 2.382, 5.756], [-1.523, 3.096, 4.302], [-2.984, 1.726, 6.341], [-3.528, 0.248, 5.705], [-3.951, 3.049, 4.554], [-5.153, 2.138, 5.378], [-4.899, 3.209, 2.645], [-6.406, 2.381, 3.086], [-5.447, 1.771, 1.703], [-1.791, -5.782, 6.672], [-2.316, -4.606, 6.095], [-3.554, -4.837, 5.481], [-4.076, -3.555, 4.908], [-3.278, -3.233, 3.774], [-3.821, -2.231, 2.945], [-0.791, -5.562, 7.052], [-1.686, -6.615, 5.968], [-2.388, -6.063, 7.553], [-4.265, -5.165, 6.267], [-3.546, -5.680, 4.780], [-4.030, -2.761, 5.661], [-5.104, -3.766, 4.571], [-3.101, -2.066, 2.138], [-3.887, -1.262, 3.450], [-4.761, -2.563, 2.493], [-0.251, -2.804, -5.511], [-0.328, -2.246, -4.211], [-1.217, -2.903, -3.325], [-0.512, -3.950, -2.481], [0.603, -3.365, -1.914], [1.280, -4.285, -1.146], [-1.190, -2.631, -6.051], [0.059, -3.852, -5.451], [0.511, -2.254, -6.062], [-2.104, -3.245, -3.867], [-1.508, -2.160, -2.574], [-0.193, -4.881, -2.967], [-1.252, -4.262, -1.720], [0.593, -4.917, -0.559], [1.929, -3.824, -0.402], [1.879, -4.964, -1.769], [-0.900, -1.031, 0.360], [-1.075, 0.358, 0.055], [-0.654, 1.126, 1.192], [-0.649, 2.595, 0.891], [0.592, 2.979, 0.248], [0.625, 2.892, -1.129], [-1.327, -1.320, 1.326], [0.167, -1.272, 0.351], [-1.413, -1.537, -0.457], [0.291, 0.765, 1.615], [-1.486, 0.966, 1.906], [-0.516, 3.130, 1.829], [-1.459, 2.844, 0.207], [0.034, 3.674, -1.648], [0.346, 1.942, -1.591], [1.610, 3.191, -1.498], [-7.403, -6.119, -2.947], [-6.192, -6.166, -3.667], [-5.106, -6.446, -2.874], [-4.864, -5.625, -1.648], [-4.597, -4.272, -2.003], [-4.196, -3.495, -0.893], [-8.242, -6.085, -3.640], [-7.467, -5.202, -2.345], [-7.531, -6.992, -2.293], [-4.200, -6.265, -3.462], [-5.039, -7.502, -2.569], [-4.033, -6.014, -1.030], [-5.678, -5.619, -0.887], [-3.294, -3.881, -0.386], [-5.021, -3.387, -0.173], [-3.857, -2.520, -1.255]]
}

{
  "formula": "CH4NO3P",
  "method": "ωB97M-V with the def2-TZVPD basis set",
  "orbital_gap_ha": 0.4475,
  "de_lowest_ev": 0.453,
  "smiles": "O=[PH](O)O.C#N",
  "homo_energy_ev": -11.741,
  "e_tot_ha": -662.38319,
  "symbols": ["O", "P", "O", "O", "H", "H", "H", "C", "N", "H"],
  "xyz": [[-0.676, -0.354, -0.367], [0.753, -0.032, -0.281], [1.442, -0.744, 0.959], [1.071, 1.444, 0.243], [1.521, -0.186, -1.511], [1.086, -1.544, 1.349], [0.218, 1.647, 0.663], [-4.210, 0.680, 0.209], [-5.310, 0.547, 0.554], [-3.229, 0.580, -0.098]]
}

{
  "formula": "C30H80B2F8N5O10",
  "method": "ωB97M-V with the def2-TZVPD basis set",
  "orbital_gap_ha": 0.3009,
  "de_lowest_ev": 6.386,
  "homo_energy_ev": -14.768,
  "charge": 3,
  "e_tot_ha": -3065.09581,
  "symbols": ["C", "O", "C", "C", "N", "H", "H", "C", "C", "O", "C", "H", "H", "H", "H", "H", "H", "H", "H", "H", "H", "H", "H", "H", "H", "C", "O", "C", "C", "N", "H", "H", "C", "C", "O", "C", "H", "H", "H", "H", "H", "H", "H", "H", "H", "H", "H", "H", "H", "H", "C", "O", "C", "C", "N", "H", "H", "C", "C", "O", "C", "H", "H", "H", "H", "H", "H", "H", "H", "H", "H", "H", "H", "H", "H", "C", "O", "C", "C", "N", "H", "H", "C", "C", "O", "C", "H", "H", "H", "H", "H", "H", "H", "H", "H", "H", "H", "H", "H", "H", "C", "O", "C", "C", "N", "H", "H", "C", "C", "O", "C", "H", "H", "H", "H", "H", "H", "H", "H", "H", "H", "H", "H", "H", "H", "B", "F", "F", "F", "F", "B", "F", "F", "F", "F"],
  "xyz": [[2.146, 5.835, 3.673], [1.253, 4.742, 3.924], [0.289, 4.519, 2.886], [-0.259, 3.116, 3.051], [0.757, 2.036, 3.107], [0.913, 1.724, 2.159], [1.652, 2.332, 3.470], [0.331, 0.754, 3.884], [0.001, 0.721, 5.340], [-1.048, 1.630, 5.745], [-1.272, 1.778, 7.096], [2.982, 5.730, 4.363], [1.643, 6.787, 3.843], [2.521, 5.767, 2.651], [0.795, 4.513, 1.921], [-0.430, 5.338, 2.891], [-1.045, 3.023, 2.303], [-0.471, 3.064, 4.119], [0.980, -0.060, 3.561], [-0.585, 0.393, 3.416], [0.871, 0.800, 5.992], [-0.359, -0.250, 5.680], [-2.164, 2.385, 7.256], [-0.525, 2.364, 7.632], [-1.191, 0.794, 7.556], [-1.113, -2.813, -1.224], [-0.461, -4.065, -1.104], [0.485, -4.123, -0.020], [0.093, -5.339, 0.890], [-1.325, -5.104, 1.372], [-1.224, -4.349, 2.035], [-1.885, -4.656, 0.661], [-2.162, -6.322, 1.767], [-3.658, -6.226, 1.655], [-3.969, -5.487, 0.505], [-5.269, -5.159, 0.147], [-1.623, -2.582, -0.290], [-1.841, -2.930, -2.026], [-0.345, -2.077, -1.461], [0.438, -3.247, 0.627], [1.503, -4.084, -0.410], [0.659, -5.461, 1.813], [-0.098, -6.298, 0.409], [-1.949, -6.649, 2.784], [-1.823, -7.195, 1.210], [-4.203, -5.835, 2.514], [-3.927, -7.265, 1.464], [-5.939, -6.018, 0.178], [-5.176, -4.822, -0.886], [-5.733, -4.327, 0.675], [-4.332, -0.796, -0.257], [-4.022, -0.419, 1.071], [-3.760, 0.981, 1.186], [-5.045, 1.762, 0.976], [-6.189, 1.288, 1.829], [-6.394, 0.306, 1.711], [-5.934, 1.457, 2.792], [-7.536, 1.991, 1.568], [-8.709, 1.232, 2.085], [-8.560, -0.126, 1.688], [-9.763, -0.966, 1.808], [-4.727, -1.807, -0.359], [-3.423, -0.866, -0.855], [-5.079, -0.064, -0.562], [-2.938, 1.229, 0.514], [-3.438, 1.076, 2.223], [-5.397, 1.890, -0.048], [-4.865, 2.733, 1.439], [-7.684, 2.197, 0.509], [-7.296, 2.926, 2.075], [-9.680, 1.656, 1.832], [-8.623, 1.267, 3.171], [-10.157, -0.964, 2.824], [-9.670, -1.956, 1.360], [-10.569, -0.502, 1.239], [8.138, 2.562, 0.011], [6.947, 2.107, -0.555], [5.806, 2.881, -0.249], [4.605, 2.162, -0.824], [4.179, 0.892, -0.146], [3.751, 1.137, 0.736], [3.353, 0.612, -0.655], [5.255, -0.276, 0.064], [5.767, -0.420, 1.526], [6.825, -1.370, 1.663], [7.523, -1.143, 2.904], [8.706, 1.810, 0.560], [8.014, 3.409, 0.686], [8.800, 2.961, -0.757], [5.994, 3.842, -0.729], [5.742, 3.006, 0.832], [4.712, 2.077, -1.905], [3.812, 2.907, -0.759], [6.046, -0.329, -0.684], [4.737, -1.215, -0.131], [5.027, -0.808, 2.227], [6.139, 0.538, 1.889], [8.202, -0.322, 2.671], [8.088, -2.039, 3.162], [6.880, -0.876, 3.742], [0.899, -1.424, -7.645], [0.053, -0.987, -6.543], [0.261, -1.627, -5.300], [0.137, -0.494, -4.273], [1.433, 0.401, -4.454], [2.067, 0.363, -3.668], [1.894, 0.054, -5.282], [1.263, 1.860, -4.614], [2.219, 2.292, -5.688], [2.028, 1.587, -6.920], [1.830, 2.347, -8.074], [1.964, -1.202, -7.577], [0.574, -0.779, -8.462], [0.609, -2.446, -7.888], [1.239, -2.101, -5.381], [-0.420, -2.471, -5.195], [0.076, -0.895, -3.261], [-0.750, 0.100, -4.492], [1.329, 2.367, -3.651], [0.295, 1.897, -5.114], [3.231, 2.261, -5.285], [1.789, 3.294, -5.671], [2.698, 3.005, -8.092], [0.882, 2.813, -7.802], [1.733, 1.653, -8.908], [0.576, 1.195, -0.169], [-0.638, 0.628, -0.271], [0.223, 2.488, 0.074], [1.281, 0.605, 0.900], [1.399, 0.998, -1.322], [4.249, -0.988, -3.558], [4.930, -1.938, -2.906], [5.087, 0.019, -3.791], [3.827, -1.460, -4.754], [3.237, -0.453, -2.861]]
}